ORCA calculation (the ωB97M-V functional and the def2-TZVPD basis) on C7H9NOSi in the gas phase.

Calculated values
HOMO energy: -8.521 eV
SMILES: C1=C/C=C\C=N\[SiH2]OCC=1
orbital gap: 8.797 eV

ORCA input file:
```
! wB97M-V def2-TZVPD RIJCOSX def2/J DEFGRID3
* xyz 0 1
C 2.21202 1.28383 -0.21717
C 0.91542 1.94345 -0.07187
C -1.32944 1.03068 0.91855
C 2.49837 0.00689 -0.19613
C -2.03918 0.20082 -0.21102
C -0.17016 1.57114 0.61492
C 1.32167 -0.95783 0.03987
N 0.53374 -1.81875 -0.54230
O -2.10115 -1.11998 0.14426
Si -1.15163 -2.38628 -0.18415
H 2.89317 2.01595 -0.39298
H 1.19435 2.91301 -0.54075
H -1.86896 1.20245 1.86158
H 3.48300 -0.32281 -0.43744
H -1.49917 0.54921 -1.06901
H 1.04800 -0.81170 1.10605
H -3.00032 0.68553 -0.37197
H -1.62373 -2.76738 -1.46636
H -1.31600 -3.21825 1.01591
*
```

---

ORCA calculation (the ωB97M-V functional and the def2-TZVPD basis) on C3H5FN2 in the gas phase.

Calculated values
HOMO energy (spin up / spin down): -7.940 / -7.957 eV
orbital gap (spin up / spin down): 7.993 / 8.017 eV

ORCA input file:
```
! wB97M-V def2-TZVPD RIJCOSX def2/J DEFGRID3
* xyz 0 1
C -0.42257 -2.05271 -0.23090
C 0.69553 -0.03385 0.31912
C -0.70953 0.81518 -0.31393
N 0.48819 -1.35567 0.12153
N -1.86049 0.07066 -0.54156
F -2.55910 -0.17610 0.67013
H -0.67608 -3.01866 -0.66802
H 1.36022 0.47192 -0.36463
H 1.06400 0.18708 1.36529
H -0.84012 1.68726 0.49034
H -0.31978 1.15360 -1.21481
*
```

---

ORCA calculation (the ωB97M-V functional and the def2-TZVPD basis) on C22H35EuNO4P2 as an isolated structure.

Calculated values
HOMO energy (spin up / spin down): -5.953 / -5.849 eV
orbital gap (spin up / spin down): 5.216 / 5.113 eV

ORCA input file:
```
! wB97M-V def2-TZVPD RIJCOSX def2/J DEFGRID3
* xyz 0 8
P 0.67711 2.03040 2.10797
P 1.98653 -0.55818 0.23517
C 2.31851 1.22082 2.51589
C 2.97701 0.68332 1.23749
H 2.22266 0.41292 3.27132
H 2.94855 2.01232 2.94447
H 3.13241 1.49214 0.50972
H 3.94791 0.21191 1.41452
C 1.96004 -2.14318 1.19786
H 1.09697 -2.77381 0.91398
H 1.98206 -1.97982 2.29425
H 2.87402 -2.68047 0.91401
C 3.49490 -1.05555 -0.75570
H 4.28539 -1.32052 -0.04538
H 3.87263 -0.25415 -1.40581
H 3.23471 -1.92147 -1.37688
C -0.30699 2.38148 3.61861
H -1.33839 2.03439 3.40699
H -0.29121 3.47290 3.75050
H 0.03935 1.89030 4.53873
C 1.23497 3.72515 1.72272
H 2.00528 3.75340 0.93723
H 1.62000 4.19978 2.63960
H 0.36933 4.30229 1.36342
Eu -0.05747 -0.48069 2.22238
C 2.61756 1.58786 -2.47915
C 1.79521 0.40115 -2.34242
C 0.34332 0.45616 -2.32415
C -0.27037 1.81238 -1.82765
C 0.65881 2.84553 -1.45631
C 2.00861 2.95228 -1.95016
C 2.22510 3.56854 -3.35313
C 2.67485 2.20706 -3.89344
C -2.64481 0.36455 2.88746
H 3.65309 1.47764 -2.13037
H 2.23264 -0.53199 -2.72244
H -0.04989 -0.35119 -1.67894
H -0.02882 0.23100 -3.34770
H -1.01529 2.11161 -2.58518
H -0.89262 1.59712 -0.94483
H 0.29571 3.62378 -0.79175
H 2.65600 3.43689 -1.22486
H 3.01924 4.31039 -3.39236
H 1.31607 3.97630 -3.81911
H 1.95079 1.76498 -4.58205
H 3.67860 2.23528 -4.33511
H -2.91633 0.34819 1.82353
H -3.17280 1.15239 3.43118
H -2.76579 -0.61566 3.36310
O -1.45189 -2.49241 2.39327
C -1.78059 -2.34330 1.16396
O -1.19600 -1.47334 0.40035
C -2.89431 -3.10157 0.54449
C -3.75323 -3.86321 1.34980
C -4.83112 -4.53481 0.78114
C -5.05004 -4.41575 -0.60662
C -4.17155 -3.67812 -1.42506
C -3.11190 -3.00759 -0.84210
N -6.18894 -5.03351 -1.20411
O -6.97657 -5.65868 -0.46128
O -6.36096 -4.93164 -2.43888
H -3.56112 -3.90981 2.41760
H -5.51549 -5.12563 1.38545
H -4.36842 -3.63915 -2.49184
H -2.44302 -2.40941 -1.46335
*
```

---

ORCA calculation (the ωB97M-V functional and the def2-TZVPD basis) on C38H46ClF5MoOP4 as an isolated structure.

Calculated values
HOMO energy (spin up / spin down): -12.548 / -12.530 eV
orbital gap (spin up / spin down): 5.320 / 4.348 eV

ORCA input file:
```
! wB97M-V def2-TZVPD RIJCOSX def2/J DEFGRID3
* xyz 2 3
P 0.00197 -1.84369 -3.18665
C 1.01804 -1.95437 -4.72114
C 1.75798 -3.07759 -5.11750
H 1.80101 -3.95851 -4.47950
C 2.43579 -3.08085 -6.34075
H 2.99510 -3.96747 -6.63841
C 2.39531 -1.96240 -7.17470
H 2.92532 -1.96754 -8.13069
C 1.66190 -0.83430 -6.78227
H 1.61807 0.04101 -7.43462
C 0.98097 -0.82147 -5.56369
H 0.40404 0.05406 -5.25616
C 0.53464 -3.42871 -2.41438
C 1.71811 -3.36795 -1.64806
H 2.23010 -2.40993 -1.53020
C 2.23701 -4.52877 -1.07286
H 3.15759 -4.47546 -0.48794
C 1.58960 -5.75773 -1.24862
H 2.00043 -6.66342 -0.79631
C 0.42367 -5.82014 -2.01336
H -0.08259 -6.77298 -2.16779
C -0.10503 -4.66261 -2.59287
H -1.01243 -4.72748 -3.19162
C -1.59429 -2.42162 -3.90966
C -1.74091 -2.96438 -5.19532
H -0.88570 -3.02308 -5.86769
C -2.98352 -3.44390 -5.62320
H -3.07638 -3.86878 -6.62310
C -4.09294 -3.38335 -4.77749
H -5.06048 -3.76804 -5.10981
C -3.95538 -2.83160 -3.49741
H -4.81801 -2.78954 -2.82911
C -2.72272 -2.33715 -3.06686
H -2.62324 -1.88610 -2.07625
Mo 0.37527 2.18254 0.87064
C -0.48249 1.12980 2.51261
C -0.54199 -0.22204 2.46836
H -0.83542 1.65413 3.40790
C -0.25899 -0.88196 1.14877
O -1.50444 -1.45517 0.66440
H -1.39452 -1.75852 -0.25612
C 0.24767 0.18279 0.24337
H 0.49463 -1.68074 1.26318
C 0.28896 0.75389 -0.91176
Cl 0.88295 3.58404 -1.02632
P -1.90459 3.21441 0.89946
P 2.77298 2.15658 1.51579
C -2.17820 4.96078 0.50118
H -1.66585 5.19315 -0.43946
H -1.75922 5.59264 1.29361
H -3.25776 5.14494 0.40779
C -2.77449 2.32741 -0.43779
H -2.79429 1.25247 -0.21693
H -2.23546 2.48774 -1.37897
H -3.80018 2.71168 -0.51604
C -3.00039 2.94876 2.32762
H -2.56114 3.40793 3.22142
H -3.12011 1.87344 2.51117
H -3.98289 3.40251 2.13296
C 3.70597 3.66718 1.90345
H 3.37593 4.08846 2.86055
H 3.52980 4.41160 1.11565
H 4.77838 3.42603 1.95865
C 3.22385 1.02743 2.86716
H 2.79369 0.03881 2.67111
H 2.81066 1.40161 3.80867
H 4.31756 0.95318 2.94036
C 3.68834 1.46141 0.10116
H 3.55063 2.11446 -0.76872
H 3.29365 0.46599 -0.13589
H 4.75279 1.38694 0.36505
P -1.10963 -1.29199 3.82364
C -0.84020 -0.52070 5.40025
C -0.12703 -2.78304 3.67814
H -1.45056 0.38499 5.50815
H 0.21702 -0.25376 5.52796
H -1.12218 -1.23508 6.18729
H -0.20667 -3.19613 2.66598
H -0.48650 -3.52344 4.40111
H 0.92446 -2.55272 3.88874
C -2.83091 -1.63108 3.48118
H -3.42660 -0.72787 3.66289
H -3.18196 -2.44220 4.13069
H -2.92737 -1.91636 2.42614
H 0.26517 0.53599 -1.97113
F 0.66780 5.67017 1.21706
C 0.61705 5.19419 2.49290
C 0.62455 3.81010 2.73609
C 0.79953 3.52447 4.09344
F 0.97562 2.23594 4.54637
C 0.85027 4.47579 5.12099
F 0.99066 4.07782 6.40298
C 0.76481 5.82784 4.81733
F 0.80482 6.74937 5.79695
C 0.65099 6.18926 3.48274
F 0.59257 7.49797 3.15408
*
```

---

ORCA calculation (the ωB97M-V functional and the def2-TZVPD basis) on C21H17F3N4OS in the gas phase.

Calculated values
HOMO energy: -8.007 eV
SMILES: CSc1nc(-c2ccnc(NCc3ccco3)c2)c(-c2cccc(C(F)(F)F)c2)[nH]1
orbital gap: 8.210 eV

ORCA input file:
```
! wB97M-V def2-TZVPD RIJCOSX def2/J DEFGRID3
* xyz 0 1
F 0.34096 -4.12196 -1.15010
F 2.03055 -2.81942 -0.87024
F 1.71500 -3.57325 -2.88196
N -2.64809 0.59213 2.37331
N 2.35643 0.59779 3.13221
O 3.68933 0.36233 -2.51897
S -5.48321 0.53479 1.98684
C -3.73137 0.49121 1.65208
C 3.30634 1.24322 -3.60994
C 2.54220 2.25442 -3.12581
C 2.59208 2.09538 -1.65915
C -1.57662 0.60866 1.41919
C -2.00014 0.35224 0.18835
C 3.16589 0.85733 -1.35066
C 1.27225 0.23842 3.84793
C 2.13850 0.78332 1.83937
C -1.25744 -0.52302 -3.34259
C -0.07649 0.10886 3.31033
C 0.89354 0.71962 1.16506
C -1.72241 0.19642 -2.24983
C -0.41549 -1.58690 -3.16444
C -0.42112 -1.22542 -0.81790
C -0.23897 0.48920 1.94378
C -1.37320 -0.18505 -1.00951
C 0.19572 -1.94356 -1.90598
N -3.35916 0.39716 0.35289
N 3.23773 1.08777 1.17986
C -5.48643 -0.02821 3.78309
C 1.08257 -3.11265 -1.74015
C 3.60390 0.33401 -0.00641
H 3.45299 0.93680 -4.66875
H 2.00493 3.00296 -3.79320
H 1.98378 2.74427 -1.01139
H 1.41295 0.12074 4.89523
H -1.81238 -0.28609 -4.21798
H -0.87173 -0.12137 3.98284
H 0.76996 0.89869 0.16068
H -2.50540 0.92794 -2.32215
H -0.24250 -2.07229 -4.03978
H -0.17601 -1.48554 0.22593
H -3.98220 -0.07363 -0.38254
H 4.01385 1.19083 1.79836
H -4.84058 -1.01238 3.78889
H -6.48840 -0.29050 4.06817
H -5.09057 0.70782 4.50152
H 3.29041 -0.70326 0.13751
H 4.70808 0.29013 0.10598
*
```

---

ORCA calculation (the ωB97M-V functional and the def2-TZVPD basis) on a 2-piece molecular cluster, C23H15Cl2N2 overall.

Calculated values
HOMO energy: -11.779 eV
orbital gap: 6.182 eV

ORCA input file:
```
! wB97M-V def2-TZVPD RIJCOSX def2/J DEFGRID3
* xyz 1 1
Cl 6.91434 -0.36870 0.62880
C 5.44455 0.50316 0.61620
C 5.21530 1.47101 -0.37663
C 4.05218 2.22897 -0.34241
C 3.05713 2.01101 0.64309
C 1.83920 2.75746 0.61469
C 0.67112 2.25358 1.15008
C -0.56407 2.88742 1.04986
C -1.69592 2.54305 1.84120
C -2.96972 3.10497 1.55549
C -4.07112 2.84433 2.35907
C -3.93073 1.99733 3.47485
Cl -5.27890 1.70276 4.48741
C -2.69530 1.38900 3.75839
C -1.59422 1.65752 2.95104
C 3.29917 0.99749 1.61796
C 4.48158 0.26292 1.60958
H 5.95024 1.62081 -1.16134
H 3.86377 3.00148 -1.09062
H 1.82233 3.71768 0.08751
H 0.70052 1.27499 1.64567
H -0.68227 3.69227 0.32531
H -3.06108 3.75445 0.68504
H -5.03672 3.29622 2.14326
H -2.61304 0.72592 4.61761
H -0.63493 1.19877 3.19228
H 2.55857 0.81451 2.39678
H 4.66635 -0.50133 2.35893
N 4.76594 13.23538 -0.15632
C 4.42911 12.11235 -0.16210
C 4.01853 10.73479 -0.16713
C 3.71836 10.09082 -1.37369
C 3.33102 8.75262 -1.37945
C 3.24012 8.03577 -0.17798
N 2.86969 6.68588 -0.17777
C 2.55978 5.54002 -0.11080
C 3.52960 8.68661 1.02948
C 3.91691 10.02405 1.03488
H 3.79047 10.64278 -2.31214
H 3.09552 8.24169 -2.31430
H 3.44780 8.12410 1.96129
H 4.14424 10.52358 1.97777
*
```

---

ORCA calculation (the ωB97M-V functional and the def2-TZVPD basis) on C6H10 in the gas phase.

Calculated values
HOMO energy: -8.649 eV
SMILES: C=CC(=C)CC
orbital gap: 9.330 eV

ORCA input file:
```
! wB97M-V def2-TZVPD RIJCOSX def2/J DEFGRID3
* xyz 0 1
C 1.56297 1.09147 -0.94984
C 1.14100 0.68080 0.50088
C -0.21489 -0.08329 0.55136
C -0.75984 -0.08386 1.77863
C -1.79776 -1.56044 -0.71934
C -0.67137 -0.84991 -0.59852
H 2.13844 0.29700 -1.40425
H 0.64675 1.28588 -1.52486
H 1.97985 2.09742 -0.92435
H 1.88751 -0.08973 0.71317
H 1.11711 1.51212 1.18446
H -1.75085 -0.52227 1.91650
H -0.56558 0.67650 2.52219
H -2.20511 -1.85606 -1.67532
H -2.38613 -1.80207 0.16086
H -0.12209 -0.79356 -1.53156
*
```

---

ORCA calculation (the ωB97M-V functional and the def2-TZVPD basis) on C21H22ClN3O in the gas phase.

Calculated values
HOMO energy: -7.867 eV
SMILES: Cc1[nH]c2ccccc2c1C(=O)CN1CCN(c2ccc(Cl)cc2)CC1
orbital gap: 8.515 eV

ORCA input file:
```
! wB97M-V def2-TZVPD RIJCOSX def2/J DEFGRID3
* xyz 0 1
C 2.22381 1.03219 0.76526
C 1.59459 0.25961 -0.33610
C 1.67461 -1.08099 -0.66031
C 0.94737 -1.25008 -1.88919
C 0.65563 -2.35249 -2.68771
C -0.13228 -2.16047 -3.80208
C -0.63665 -0.90000 -4.13055
C -0.36287 0.20675 -3.35341
C 0.43275 0.01879 -2.23293
N 0.87026 0.90724 -1.28819
H 0.65662 1.89144 -1.27262
H -0.75114 1.18252 -3.60445
H -1.25170 -0.79252 -5.01172
H -0.36690 -2.99915 -4.44087
H 1.05305 -3.32401 -2.43816
C 2.27137 -2.18793 0.07711
O 2.79915 -3.14308 -0.45211
C 2.07039 -2.13285 1.59328
N 0.70436 -1.73786 1.85240
C -0.28162 -2.68711 1.37286
C -1.58790 -1.90568 1.12475
N -1.63050 -0.73802 1.98637
C -1.50107 0.52345 1.44963
C -2.07583 0.82611 0.20529
C -1.97310 2.08232 -0.35237
C -1.30433 3.08747 0.32772
C -0.77821 2.83804 1.58254
C -0.87785 1.57575 2.13381
H -0.44926 1.42040 3.11017
H -0.27859 3.62576 2.12511
Cl -1.12859 4.65895 -0.39494
H -2.41763 2.28296 -1.31469
H -2.62800 0.07523 -0.33607
C -1.10170 -1.05415 3.29358
C 0.40784 -1.37673 3.22150
H 1.01312 -0.50527 3.48634
H 0.64935 -2.18605 3.93525
H -1.64953 -1.93395 3.64522
H -1.30590 -0.24321 3.99166
H -2.45860 -2.54109 1.32497
H -1.61291 -1.59296 0.08342
H 0.06149 -3.13026 0.43862
H -0.43921 -3.50534 2.09689
H 2.32943 -3.11724 2.02000
H 2.74198 -1.38678 2.02380
H 2.24623 2.09062 0.51342
H 3.24171 0.69230 0.94247
H 1.65024 0.91410 1.68180
*
```

---

ORCA calculation (the ωB97M-V functional and the def2-TZVPD basis) on C4H10O2S as an isolated structure.

Calculated values
HOMO energy: -8.464 eV
orbital gap: 9.090 eV

ORCA input file:
```
! wB97M-V def2-TZVPD RIJCOSX def2/J DEFGRID3
* xyz 0 1
C -1.94433 -0.53307 0.42348
C 0.25290 1.64146 -0.65953
C 0.98074 -0.21597 1.59206
C 0.61257 0.19734 -0.38347
O -0.33798 -2.27639 -0.63426
O 1.65321 -0.33504 -1.09268
S -0.77391 -0.94006 -0.65999
H -2.62912 -1.38479 0.61610
H -2.23255 0.53660 0.17184
H -0.70413 1.73647 -0.11210
H 0.94181 2.47665 -0.19777
H 0.04616 1.91369 -1.79547
H 0.99967 -1.30658 1.52260
H 1.84623 0.25253 1.78601
H 0.21987 0.35821 2.13943
H 1.84723 -1.19822 -0.69293
H -0.77838 -0.92283 -2.02330
*
```

---

ORCA calculation (the ωB97M-V functional and the def2-TZVPD basis) on a 2-piece molecular cluster, C7H6FNO3 overall.

Calculated values
HOMO energy (spin up / spin down): -8.924 / -9.862 eV
orbital gap (spin up / spin down): 7.749 / 8.474 eV

ORCA input file:
```
! wB97M-V def2-TZVPD RIJCOSX def2/J DEFGRID3
* xyz 0 1
C 1.86641 -0.28961 0.33941
C 1.32754 0.72607 -0.43079
C 1.04049 -1.28104 0.84855
C -0.02934 0.76484 -0.71102
C -0.31321 -1.25978 0.58117
C -0.84357 -0.23949 -0.20513
C -2.92293 0.34802 -1.25276
N -4.31376 -0.02509 -1.35739
O -4.76654 -0.65830 -0.42876
O -4.90827 0.33578 -2.34861
O -2.21340 -0.32606 -0.39702
F -2.37892 0.79331 -2.38106
H 2.92615 -0.31257 0.54681
H 1.96509 1.50417 -0.82228
H 1.44990 -2.07474 1.45538
H -0.43128 1.57216 -1.30175
H -0.98261 -2.01656 0.95742
H -3.56967 2.26327 -0.36271
*
```

---

ORCA calculation (the ωB97M-V functional and the def2-TZVPD basis) on a 2-piece molecular cluster, C4H10NO2S overall.

Calculated values
HOMO energy: -2.637 eV
orbital gap: 5.965 eV

ORCA input file:
```
! wB97M-V def2-TZVPD RIJCOSX def2/J DEFGRID3
* xyz -1 1
O 2.44835 1.17621 -0.70407
C 1.22074 0.93707 -0.84605
N 0.37316 0.57662 0.15711
C -1.07195 0.15473 -0.09103
C -1.34859 -1.15416 0.71939
S -3.15210 -1.15074 1.07821
C 0.61347 1.35902 -2.18998
H 0.81154 0.64841 1.10225
H -1.60582 1.03914 0.42670
H -1.37703 0.03552 -1.12943
H -1.18786 -1.97954 0.11685
H -0.80818 -1.30987 1.66782
H 0.75326 2.48640 -2.25963
H -0.36938 1.12213 -2.43766
H 1.23048 1.01693 -3.04610
H 4.19627 -0.32656 0.89488
H 3.21640 -0.13686 -0.04962
O 3.36163 -0.67622 0.80518
*
```

---

ORCA calculation (the ωB97M-V functional and the def2-TZVPD basis) on C3H4LiNiO4 as an isolated structure.

Calculated values
HOMO energy (spin up / spin down): -13.803 / -13.727 eV
orbital gap (spin up / spin down): 7.195 / 6.400 eV

ORCA input file:
```
! wB97M-V def2-TZVPD RIJCOSX def2/J DEFGRID3
* xyz 1 3
O -0.86383 0.01601 -2.00950
O -0.39857 -1.25492 0.34845
C 0.76344 -0.78054 1.03391
C 0.92109 0.71486 0.69445
O 0.56954 0.96171 -0.65609
C -0.75126 0.55723 -0.86832
H 0.65266 -0.91641 2.11055
H 1.65218 -1.33010 0.72313
H 1.95084 1.01941 0.88141
H 0.29679 1.31644 1.35836
O -1.73215 1.53403 -0.77622
Li -0.33524 -1.88507 -1.32825
Ni -2.72548 0.04734 -1.51188
*
```